Entry 1:
The following is a quantum chemistry calculation of 2 unconnected molecules or ions with the total composition C2H2Br3F, from OMol25.

## Properties
HOMO-LUMO gap (spin up / spin down), Ha: 0.2759 / 0.2062
LUMO (spin up / spin down), eV: -2.49 / -3.27
Relative energy (zero: lowest compared OMol25 entry of this formula, charge and spin), kJ/mol: 205.46

Structure (XYZ):
```
8
C2H2Br3F (ωB97M-V/def2-TZVPD)
C 0.333 0.544 0.281
C -0.103 -0.615 -0.435
F -0.333 -0.850 -1.686
Br 2.476 0.461 -0.122
Br -2.836 0.594 0.252
Br -0.082 -2.184 0.457
H 0.415 0.511 1.319
H 0.130 1.538 -0.066
```

=====

Entry 2:
The following is a quantum chemistry calculation of 5 unconnected molecules or ions with the total composition C4H16N2O6, from OMol25.

## Properties
HOMO-LUMO gap, Ha: 0.3455
LUMO, eV: 0.19
Relative energy (zero: lowest compared OMol25 entry of this formula, charge and spin), kJ/mol: 210.63
SMILES string: NC(=O)[C@@H](N)CC=O.O.O.O.O

Structure (XYZ):
```
28
C4H16N2O6 (ωB97M-V/def2-TZVPD)
N -1.152 0.247 2.131
C -1.971 0.234 1.057
O -3.182 0.239 1.220
C -1.318 0.448 -0.328
N -2.245 -0.071 -1.378
C -0.664 1.868 -0.504
C 0.682 2.017 0.167
O 1.098 3.116 0.470
H -1.620 0.293 2.978
H -0.170 0.498 2.024
H -0.355 -0.253 -0.384
H -3.014 -0.420 -0.948
H -2.451 0.689 -2.057
H -0.554 2.078 -1.599
H -1.325 2.641 -0.223
H 1.240 1.050 0.242
O -0.716 -2.987 -1.150
H -1.546 -3.403 -0.964
H -0.914 -2.207 -1.600
O 1.677 -2.342 -0.180
H 0.902 -2.497 -0.528
H 2.209 -3.025 -0.284
O 2.625 0.887 -1.276
H 2.758 -0.044 -1.182
H 3.399 1.196 -0.703
O 1.885 0.151 1.848
H 2.830 0.367 1.788
H 1.889 -0.771 1.358
```

=====

Entry 3:
The following is a quantum chemistry calculation of 2 unconnected molecules or ions with the total composition C2H8NOS, from OMol25.

## Properties
HOMO-LUMO gap, Ha: 0.2480
Total charge: -1
LUMO, eV: 4.11
Relative energy (zero: lowest compared OMol25 entry of this formula, charge and spin), kJ/mol: 107.61

Structure (XYZ):
```
13
C2H8NOS (ωB97M-V/def2-TZVPD)
C 1.473 -2.061 0.137
S -0.229 -1.616 0.285
H 2.073 -1.889 1.051
H 1.469 -3.105 -0.215
H 2.027 -1.540 -0.657
N -0.482 1.647 0.977
C -0.925 1.953 -0.381
O 0.168 1.756 -1.294
H -1.311 1.534 1.559
H -0.222 0.572 0.815
H -1.812 1.491 -0.815
H -1.051 3.053 -0.532
H 0.806 1.140 -0.916
```

=====

Entry 4:
The following is a quantum chemistry calculation of a molecular structure, C31H81BaN6O14, from OMol25.

## Properties
HOMO-LUMO gap (spin up / spin down), Ha: 0.3044 / 0.1611
Total charge: +2
LUMO (spin up / spin down), eV: -4.42 / -8.32
<S²>: 0.7542
Spin multiplicity: 2

Structure (XYZ):
```
133
C31H81BaN6O14 (ωB97M-V/def2-TZVPD)
Ba 1.222 0.083 4.571
N -0.129 0.038 0.916
O 0.459 -0.539 0.053
O -0.008 -0.423 2.049
O -0.839 1.021 0.691
C -4.350 0.225 1.357
C -3.928 -1.185 1.268
C -3.224 -1.569 -0.023
O -2.714 -2.909 0.072
C -2.345 -3.415 -1.199
N -3.114 -1.412 2.462
H -5.165 0.183 0.635
H -3.669 0.933 0.885
H -4.588 0.549 2.370
H -4.730 -1.917 1.169
H -2.440 -0.913 -0.401
H -3.920 -1.510 -0.860
H -1.985 -4.438 -1.088
H -1.544 -2.762 -1.547
H -3.162 -3.436 -1.921
H -2.280 -0.874 2.273
H -2.833 -2.380 2.391
C -0.658 -3.500 5.596
C 0.755 -3.716 5.005
C 1.141 -5.109 4.401
O 2.496 -5.046 3.860
C 2.910 -6.378 3.481
N 0.760 -2.677 3.974
H -0.704 -2.464 5.930
H -0.762 -4.110 6.494
H -1.471 -3.672 4.891
H 1.435 -3.397 5.795
H 0.412 -5.320 3.618
H 1.060 -5.934 5.109
H 3.914 -6.437 3.060
H 2.256 -6.792 2.714
H 2.921 -7.051 4.339
H 0.155 -2.934 3.208
H 1.632 -2.693 3.465
C 1.017 4.319 0.018
C -0.021 4.685 1.091
C -1.443 4.887 0.564
O -1.341 6.087 -0.264
C -2.496 6.907 -0.440
N 0.087 3.582 2.028
H 0.671 3.359 -0.365
H 2.014 4.163 0.432
H 1.168 5.131 -0.694
H 0.323 5.651 1.460
H -2.241 4.940 1.305
H -1.598 3.978 -0.017
H -2.913 7.141 0.539
H -3.298 6.281 -0.832
H -2.310 7.794 -1.045
H -0.251 2.751 1.565
H 1.073 3.377 2.100
C 2.754 -1.973 -2.861
C 3.848 -0.886 -2.551
C 3.319 0.559 -2.460
O 4.427 1.442 -1.885
C 4.220 2.860 -1.917
N 4.354 -1.223 -1.256
H 3.234 -2.888 -3.210
H 2.040 -1.690 -3.635
H 2.141 -2.173 -1.983
H 4.645 -0.877 -3.294
H 2.389 0.631 -1.895
H 2.944 0.874 -3.434
H 3.704 3.124 -2.840
H 5.142 3.423 -1.781
H 3.631 3.081 -1.027
H 3.599 -1.344 -0.596
H 4.752 -0.328 -1.011
C 3.408 0.794 2.022
C 4.253 -0.376 2.587
O 3.393 -1.299 3.245
O 2.886 1.653 3.004
H 2.631 0.386 1.377
H 3.944 1.442 1.328
H 4.929 0.030 3.340
H 4.858 -0.784 1.777
H 3.122 -1.875 2.527
H 3.580 2.231 3.328
C -2.296 1.359 4.276
C -1.501 2.358 5.044
O -0.165 2.554 4.403
O -1.666 0.065 4.418
H -2.274 1.606 3.214
H -3.325 1.286 4.628
H -1.451 2.137 6.111
H -1.904 3.366 4.945
H -0.196 3.120 3.628
H -2.241 -0.568 3.982
C 0.801 -3.874 0.170
C 2.318 -3.600 0.499
O 2.540 -2.200 0.626
O -0.031 -3.368 1.198
H 0.562 -4.911 -0.063
H 0.536 -3.379 -0.764
H 2.889 -4.022 -0.328
H 2.642 -4.181 1.362
H 1.796 -1.694 0.289
H -0.931 -3.348 0.866
C -0.368 2.046 -6.110
C -1.571 1.053 -5.764
C -1.155 -0.350 -5.562
C -0.428 -0.702 -4.297
C -1.321 -0.241 -3.123
C -1.791 1.253 -3.136
N -2.279 1.455 -4.580
O -2.816 2.709 -4.735
C -2.940 1.501 -2.092
C -0.542 2.096 -2.769
C -2.537 1.026 -6.962
H -0.806 3.041 -6.029
H -0.133 1.877 -7.161
H 0.536 1.893 -5.519
H -2.099 -0.866 -5.386
H -0.589 -0.683 -6.432
H 0.617 -0.396 -4.256
H -0.383 -1.791 -4.276
H -0.833 -0.428 -2.167
H -2.215 -0.865 -3.102
H -3.839 0.909 -2.263
H -2.456 1.462 -1.116
H -3.188 2.558 -2.189
H 0.324 1.676 -3.281
H -0.588 3.117 -3.146
H -0.297 2.141 -1.708
H -1.996 0.791 -7.878
H -2.776 2.073 -7.151
H -3.449 0.452 -6.794
H -3.737 2.519 -4.926
```

=====

no.,E (eV)
1,-214948.5473
2,-19671.6679
3,-16576.7135
4,-71739.6190